Below is an isolated molecule of C6H11ClN2O2S in a non-equilibrium geometry, with properties calculated with the ωB97M-V functional and the def2-TZVPD basis.

**HOMO energy (spin up / spin down)**: -7.537 / -7.539 eV
**Frontier orbital gap (spin up / spin down)**: 7.47 / 7.47 eV

Positions of all 23 atoms, in Å:
O1 -0.746 2.345 -0.555
H1 -3.438 1.310 -1.441
N1 2.120 0.417 0.277
S1 -1.548 1.351 0.124
H2 1.193 -1.722 -1.925
H3 1.617 1.183 2.044
C1 3.013 -0.016 -0.558
C2 0.179 -0.592 -0.430
N2 0.867 0.201 0.306
C3 0.681 -1.928 -1.047
H4 2.953 2.119 1.162
H5 3.331 0.664 1.893
H6 1.502 -2.411 -0.426
H7 -3.707 2.368 -0.097
C4 2.494 1.170 1.462
C5 -3.353 1.479 -0.352
O2 -1.613 1.308 1.545
C6 -1.192 -0.349 -0.378
Cl1 4.552 0.574 -0.443
H8 2.691 -0.686 -1.348
H9 -3.810 0.597 0.170
H10 -1.805 -0.925 -1.016
H11 -0.227 -2.632 -1.127